{"formula": "C31H57N2O2P2Sr", "method": "wB97M-V/def2-TZVPD", "symbols": ["C", "C", "C", "C", "C", "H", "H", "H", "N", "P", "P", "C", "H", "H", "C", "O", "C", "H", "C", "C", "C", "C", "C", "H", "H", "H", "C", "H", "H", "H", "C", "H", "H", "H", "C", "H", "H", "H", "C", "H", "H", "H", "C", "H", "H", "H", "C", "H", "H", "H", "C", "H", "H", "H", "C", "H", "H", "H", "C", "H", "H", "H", "C", "H", "H", "H", "C", "H", "H", "H", "Sr", "N", "C", "C", "C", "C", "C", "H", "H", "H", "H", "H", "H", "H", "H", "H", "C", "C", "O", "H", "H", "H", "H", "H", "H"], "xyz": [[0.781839, 0.000639, -2.692266], [0.912697, -1.594930, -1.013238], [1.466065, -0.822007, -3.583271], [1.698820, -2.415066, -1.822305], [1.968312, -2.039449, -3.138872], [1.649001, -0.448859, -4.584971], [2.082763, -3.342133, -1.393873], [2.600604, -2.668951, -3.766264], [0.406409, -0.421658, -1.467172], [0.393893, 2.526209, -1.597727], [-1.093461, -1.959150, 1.039635], [0.497402, 1.455491, -3.087260], [1.308548, 1.831937, -3.732124], [-0.437891, 1.539301, -3.664981], [-2.005458, 2.911276, 2.924355], [-2.256388, 3.751830, 3.651400], [0.715809, -1.987764, 0.440765], [1.052357, -3.019585, 0.622935], [-1.069496, -2.278502, 2.914184], [-2.122542, -3.266197, 0.101520], [2.188496, 2.968380, -1.197067], [-0.675541, 4.028282, -2.062591], [-0.993664, -0.908371, 3.635163], [-1.851086, -0.261094, 3.375958], [-1.029282, -1.082375, 4.724145], [-0.066419, -0.358419, 3.408569], [-2.354191, -2.996909, 3.367507], [-3.257898, -2.429652, 3.095889], [-2.416177, -4.020903, 2.970811], [-2.334312, -3.074843, 4.467262], [0.145576, -3.139435, 3.271376], [0.141755, -3.323349, 4.359935], [0.123976, -4.117537, 2.760606], [1.086909, -2.619970, 3.037035], [-3.610076, -2.987300, 0.447963], [-3.793681, -1.915761, 0.638131], [-4.257597, -3.285696, -0.391343], [-3.940941, -3.560548, 1.324296], [-1.908559, -3.056088, -1.406327], [-2.115056, -2.019411, -1.710569], [-0.883536, -3.312891, -1.703070], [-2.600514, -3.712796, -1.960146], [-1.696047, -4.703317, 0.472642], [-0.676609, -4.754902, 0.887102], [-2.395112, -5.165358, 1.183995], [-1.720084, -5.334025, -0.433359], [-0.683931, 4.960463, -0.832819], [-1.383603, 5.791853, -1.005497], [-1.019732, 4.446578, 0.085733], [0.305634, 5.400087, -0.639367], [-2.101156, 3.506601, -2.345466], [-2.120180, 2.803461, -3.190446], [-2.554204, 3.010135, -1.473289], [-2.757924, 4.351248, -2.607430], [-0.168430, 4.762808, -3.312241], [0.056357, 4.066722, -4.134109], [-0.957498, 5.454024, -3.653813], [0.716552, 5.379553, -3.118764], [3.130266, 1.793485, -1.498924], [3.191658, 1.571982, -2.572485], [4.148633, 2.055250, -1.167865], [2.831814, 0.881178, -0.967781], [2.198795, 3.269406, 0.321718], [2.200119, 2.334925, 0.913842], [3.096759, 3.853724, 0.577025], [1.326654, 3.866378, 0.641159], [2.664359, 4.165836, -2.030147], [2.546984, 3.971996, -3.107647], [2.157996, 5.103421, -1.764465], [3.740659, 4.315955, -1.840493], [-0.916118, 0.973329, 0.590308], [1.208897, 0.213454, 1.533392], [1.659071, -0.916098, 1.333616], [3.104549, -1.425890, 1.780645], [3.316378, -2.932265, 1.650611], [4.129375, -0.760059, 0.865337], [3.353040, -0.968206, 3.237434], [2.603242, -3.522973, 2.235744], [3.262227, -3.250500, 0.602036], [4.322057, -3.178427, 2.027091], [4.027984, 0.331176, 0.871815], [5.148504, -1.004197, 1.194367], [4.015712, -1.106705, -0.168566], [3.749619, -1.791063, 3.846383], [4.075139, -0.141926, 3.261136], [2.439373, -0.603317, 3.720976], [-4.493796, 1.078258, 0.619392], [-4.330068, 0.494871, -0.768351], [-2.897843, 0.418682, -1.064223], [-3.994630, 0.478057, 1.398844], [-5.560275, 1.106384, 0.865406], [-4.136910, 2.117691, 0.676309], [-4.745733, -0.520229, -0.824987], [-4.817806, 1.128016, -1.521697], [-2.748180, 0.056721, -1.953828]], "atomic_forces_ev_per_a": [[-0.31, -0.10, 0.03], [-0.36, -0.22, 0.22], [0.22, 0.25, 0.09], [0.20, -0.01, -0.28], [-0.15, -0.12, 0.52], [0.15, -0.11, 0.08], [-0.03, 0.27, -0.26], [-0.31, 0.18, 0.05], [0.65, -0.08, 0.24], [-0.32, 0.05, 0.50], [-0.08, 1.05, -0.33], [-0.10, -0.07, -0.25], [-0.31, -0.30, 0.03], [0.25, -0.05, 0.19], [-0.46, 1.83, 1.44], [0.52, -1.87, -1.53], [0.07, -0.46, 0.50], [0.15, 0.29, -0.46], [0.18, -0.28, -0.41], [0.42, 0.13, 0.60], [-0.35, 0.42, -0.16], [0.70, -0.22, -0.13], [0.16, -0.10, 0.05], [0.11, -0.27, 0.07], [-0.02, 0.08, -0.32], [-0.29, -0.28, 0.04], [0.03, 0.08, 0.14], [0.27, -0.24, 0.09], [-0.04, 0.41, 0.11], [0.01, 0.03, -0.31], [0.14, 0.05, 0.51], [0.04, -0.04, -0.30], [0.05, 0.40, 0.22], [-0.46, -0.22, 0.12], [-0.10, -0.12, -0.09], [0.09, -0.39, -0.05], [0.21, 0.02, 0.16], [0.12, 0.28, -0.28], [0.02, 0.06, -0.06], [0.12, -0.26, 0.10], [-0.30, 0.09, 0.01], [0.22, 0.16, 0.21], [-0.16, -0.42, -0.33], [-0.37, -0.04, -0.21], [0.32, 0.16, -0.11], [0.06, 0.13, 0.36], [-0.14, 0.17, -0.14], [0.14, -0.17, 0.00], [0.12, 0.08, -0.30], [-0.33, -0.18, -0.05], [0.00, 0.04, 0.15], [-0.02, 0.18, 0.22], [0.20, 0.07, -0.20], [0.25, -0.17, 0.05], [-0.31, 0.47, -0.11], [-0.09, 0.22, 0.20], [0.22, -0.22, -0.03], [-0.30, -0.29, -0.08], [-0.09, -0.22, 0.08], [-0.02, 0.08, 0.20], [-0.33, -0.02, -0.03], [0.04, 0.21, -0.11], [0.15, 0.03, 0.09], [-0.02, 0.36, -0.27], [-0.18, -0.20, -0.03], [0.33, -0.14, -0.15], [0.42, 0.12, 0.15], [0.02, 0.14, 0.31], [0.16, -0.32, -0.09], [-0.29, -0.02, -0.07], [0.11, -0.13, 0.05], [-0.09, 0.33, 0.06], [-0.25, -0.81, -0.38], [-0.75, 0.18, -0.07], [0.15, -0.28, 0.09], [0.15, 0.28, -0.23], [-0.05, 0.07, 0.16], [0.18, 0.07, -0.14], [0.05, -0.01, 0.20], [-0.28, 0.03, -0.19], [-0.04, -0.19, 0.10], [-0.19, -0.01, -0.05], [0.04, 0.04, 0.05], [0.00, 0.18, -0.14], [-0.17, -0.19, 0.08], [0.16, -0.08, -0.15], [-0.10, 0.10, 0.11], [0.60, -0.17, -0.27], [-0.47, 0.13, -0.09], [-0.10, 0.07, -0.31], [0.16, -0.02, 0.03], [0.01, -0.24, -0.10], [0.03, 0.28, 0.02], [0.08, -0.14, 0.19], [-0.18, 0.16, 0.43]], "max_force_ev_per_a": 2.5, "gap_ev": 6.8, "e_homo_ha": -0.338, "total_charge": 1, "mol_weight_g_mol": 639.4, "lumo_energy_ha": -0.0872, "multiplicity": 1}

***

{"formula": "C31H57N4O2P2Zn", "method": "wB97M-V/def2-TZVPD", "symbols": ["C", "C", "C", "C", "C", "H", "H", "H", "N", "P", "P", "C", "H", "H", "C", "H", "C", "C", "C", "C", "C", "H", "H", "H", "C", "H", "H", "H", "C", "H", "H", "H", "C", "H", "H", "H", "C", "H", "H", "H", "C", "H", "H", "H", "C", "H", "H", "H", "C", "H", "H", "H", "C", "H", "H", "H", "C", "H", "H", "H", "C", "H", "H", "H", "C", "H", "H", "H", "Zn", "C", "O", "N", "C", "C", "C", "C", "C", "H", "H", "H", "H", "H", "H", "H", "H", "H", "C", "N", "C", "N", "O", "H", "H", "H", "H", "H", "H"], "xyz": [[-2.241144, 1.299298, -1.998839], [-2.201562, -0.952846, -1.371751], [-3.331338, 1.077471, -2.837968], [-3.450484, -1.169538, -2.021283], [-4.008674, -0.146248, -2.758800], [-3.667086, 1.889233, -3.476766], [-3.849932, -2.182396, -2.050614], [-4.928417, -0.305913, -3.323833], [-1.808606, 0.349386, -1.165638], [-0.588965, 2.847811, -0.444287], [0.106012, -2.461142, -0.293678], [-1.480868, 2.625998, -2.049463], [-0.764716, 2.595689, -2.883125], [-2.173799, 3.449584, -2.267242], [-1.371446, -2.079639, -1.160638], [-1.918925, -2.992302, -1.441314], [0.717014, -3.696679, -1.687901], [-0.151620, -3.502395, 1.393212], [1.021311, 3.790637, -0.750582], [-1.916214, 3.685472, 0.577312], [2.232909, -3.505585, -1.650404], [2.676064, -3.848319, -0.708042], [2.699222, -4.047335, -2.481055], [2.479742, -2.446691, -1.751264], [0.306926, -5.148773, -1.465304], [0.704236, -5.590081, -0.548427], [-0.784794, -5.258516, -1.491941], [0.699389, -5.728522, -2.312927], [0.106216, -3.322432, -3.050988], [0.639641, -3.890493, -3.827828], [-0.958078, -3.580002, -3.111640], [0.181259, -2.253372, -3.277723], [1.199794, -4.151975, 1.723331], [1.986784, -3.393225, 1.828564], [1.113862, -4.683448, 2.681874], [1.529640, -4.877069, 0.972039], [-0.543470, -2.574110, 2.544519], [0.191955, -1.786103, 2.733458], [-1.527693, -2.122413, 2.395852], [-0.609817, -3.179704, 3.462862], [-1.283575, -4.520666, 1.259247], [-1.122566, -5.263919, 0.474834], [-1.361406, -5.069132, 2.212412], [-2.242760, -4.017724, 1.074528], [-1.379147, 3.841174, 2.010039], [-2.146731, 4.369111, 2.595308], [-1.203917, 2.859896, 2.475708], [-0.448311, 4.424656, 2.051360], [-3.186426, 2.810424, 0.601949], [-3.665662, 2.755206, -0.384546], [-2.990516, 1.797660, 0.969431], [-3.894999, 3.286567, 1.296594], [-2.280016, 5.039491, -0.050923], [-3.224748, 5.375174, 0.402482], [-1.519951, 5.803312, 0.146801], [-2.442580, 4.969713, -1.136029], [1.402986, 3.581368, -2.222862], [0.691656, 4.070284, -2.905783], [2.396832, 4.024587, -2.397082], [1.459961, 2.509768, -2.468086], [2.141723, 3.221853, 0.145737], [2.335563, 2.155853, -0.042594], [3.067765, 3.775454, -0.075761], [1.912972, 3.343075, 1.215075], [0.856665, 5.281380, -0.461057], [0.099332, 5.737727, -1.111116], [0.619193, 5.472015, 0.594469], [1.820847, 5.764699, -0.677777], [-0.044569, 0.665897, 0.058533], [-1.266471, 0.569296, 1.994180], [-2.063179, 0.328261, 2.796106], [0.841534, -0.092405, -1.568161], [1.298263, -0.554065, -2.551219], [2.393552, -0.449216, -3.668384], [2.132788, -1.444558, -4.801179], [2.410764, 0.962508, -4.255545], [3.760643, -0.712576, -3.030661], [2.181567, -2.477299, -4.432765], [1.140609, -1.261144, -5.236460], [2.887892, -1.332683, -5.597564], [2.841165, 1.667038, -3.537000], [3.078239, 1.002694, -5.125366], [1.415412, 1.290080, -4.587312], [4.549342, -0.542830, -3.770452], [3.931840, -0.009294, -2.207147], [3.866096, -1.738233, -2.664253], [4.828597, 0.012263, 1.420917], [3.786394, -0.049098, 2.431896], [2.470830, 0.077598, 2.156949], [1.635215, 0.082070, 3.245698], [1.998146, 0.146508, 0.980897], [4.426251, -0.258315, 0.439269], [5.621926, -0.692664, 1.685682], [5.271335, 1.016102, 1.369122], [4.056147, -0.018203, 3.413484], [0.697009, 0.445598, 3.108839], [2.055450, 0.219053, 4.155586]], "atomic_forces_ev_per_a": [[-1.15, -0.07, -0.91], [1.21, -1.38, 0.06], [0.78, 1.27, 0.40], [-0.87, 0.63, -1.00], [0.15, -1.17, 0.39], [-0.03, -0.18, 0.03], [-0.04, 0.33, 0.11], [0.25, 0.04, 0.17], [0.95, -0.31, 0.85], [0.06, 0.34, -0.50], [0.01, -0.20, 0.86], [-0.03, -0.40, 0.12], [-0.20, -0.14, 0.34], [0.24, -0.24, 0.13], [-2.45, 0.12, 1.16], [0.04, 0.33, 0.11], [-0.28, 0.37, 1.06], [-0.34, 0.10, -1.37], [-0.44, 0.36, 0.11], [0.51, 0.16, -0.10], [0.00, -0.27, -0.39], [-0.14, -0.01, -0.19], [0.17, -0.06, 0.05], [-0.10, -0.27, 0.16], [0.22, -0.26, -0.30], [-0.14, 0.04, -0.25], [0.29, 0.02, 0.06], [-0.03, -0.06, 0.14], [0.28, 0.03, -0.02], [-0.11, 0.08, 0.11], [0.41, 0.02, 0.00], [-0.11, -0.33, -0.04], [-0.12, 0.00, 0.06], [-0.12, -0.07, -0.02], [0.06, 0.06, -0.13], [-0.08, 0.19, 0.24], [0.12, 0.02, -0.04], [-0.04, -0.15, -0.14], [0.07, -0.12, -0.12], [0.01, 0.14, -0.17], [0.03, -0.37, 0.31], [-0.07, 0.23, 0.28], [-0.16, 0.05, -0.18], [0.23, -0.10, 0.01], [-0.23, 0.25, -0.03], [0.29, -0.15, 0.03], [-0.02, 0.44, -0.06], [-0.28, -0.18, 0.03], [0.10, 0.09, 0.02], [0.14, -0.10, 0.30], [-0.21, 0.25, -0.30], [0.16, -0.11, -0.17], [-0.21, 0.29, 0.36], [0.22, 0.02, -0.15], [-0.35, -0.20, -0.05], [0.02, 0.10, 0.41], [0.07, 0.01, 0.02], [0.28, -0.14, 0.21], [-0.25, -0.14, 0.06], [-0.10, 0.47, 0.13], [-0.10, -0.04, -0.14], [-0.10, 0.33, 0.01], [-0.24, -0.10, 0.13], [0.04, -0.01, -0.23], [0.44, 0.25, -0.22], [0.25, -0.07, 0.22], [0.04, 0.03, -0.36], [-0.23, 0.04, 0.09], [-0.18, -0.98, -0.29], [-3.09, -1.62, 2.98], [2.85, 1.03, -2.82], [1.90, -1.59, -3.92], [0.91, 3.37, 1.87], [-0.38, -0.90, -0.32], [-0.07, -0.31, -0.11], [-0.17, 0.47, 0.12], [0.18, -0.03, 0.39], [-0.05, 0.33, -0.20], [0.26, -0.18, 0.03], [-0.25, 0.09, 0.40], [-0.29, -0.07, -0.12], [-0.17, -0.32, 0.13], [0.27, -0.01, 0.17], [-0.23, 0.01, -0.05], [-0.01, -0.17, -0.04], [0.05, 0.34, -0.14], [0.33, 0.02, -0.07], [-0.37, 0.07, 0.11], [-1.00, 0.15, -1.18], [0.29, 0.34, 0.00], [0.50, 0.22, 1.64], [-0.04, 0.05, 0.35], [-0.16, 0.07, -0.10], [-0.15, -0.19, -0.05], [-0.02, -0.08, -0.60], [0.65, -0.22, 0.15], [-0.34, -0.01, -0.10]], "max_force_ev_per_a": 4.6, "gap_ev": 5.5, "e_homo_ha": -0.306, "total_charge": 1, "mol_weight_g_mol": 645.2, "lumo_energy_ha": -0.1033, "multiplicity": 1}